(1)
Formula: C33H30NO
Source: the OMol25 dataset
Level of theory: ωB97M-V with the def2-TZVPD basis set

Last column: Mulliken charge in e.
CARTESIAN COORDINATES (ANGSTROEM)
C  -3.055  3.924  1.613  -0.61
C  -3.568  2.662  2.327  -0.57
C  -2.352  1.749  2.532  -0.53
N  -1.187  2.573  2.220  0.01
C  0.051  2.026  2.198  1.19
C  0.351  0.680  2.285  -0.91
C  1.798  0.403  2.026  -0.60
C  2.341  1.820  1.816  0.14
C  1.324  2.769  1.970  -0.17
C  1.633  4.130  1.918  -0.27
C  2.942  4.526  1.605  -0.80
C  3.943  3.562  1.392  -0.50
C  3.638  2.198  1.512  -0.52
C  -1.542  3.751  1.431  -0.25
H  -3.529  4.046  0.635  0.29
H  -3.259  4.814  2.214  0.29
H  -4.010  2.922  3.293  0.26
H  -4.321  2.145  1.727  0.32
H  -2.302  1.348  3.553  0.41
H  -2.417  0.882  1.854  0.01
H  -0.373  -0.095  2.511  0.52
H  2.308  -0.117  2.852  0.42
H  1.948  -0.225  1.133  -0.04
H  0.878  4.881  2.139  0.46
H  3.194  5.585  1.526  0.39
H  4.958  3.870  1.140  0.39
H  4.402  1.432  1.366  0.44
H  -1.309  3.587  0.365  0.26
H  -0.985  4.638  1.740  0.02
C  4.892  -4.663  -2.702  -0.84
O  4.662  -3.228  -2.659  -0.42
C  3.469  -2.818  -2.154  0.93
C  3.208  -1.424  -2.078  -1.16
C  2.001  -0.968  -1.590  -0.04
C  0.982  -1.874  -1.193  0.87
C  -0.372  -1.480  -0.930  0.01
C  -1.344  -2.353  -0.292  0.19
C  -2.646  -1.989  -0.759  0.08
C  -3.739  -2.808  -0.506  -0.30
C  -3.568  -3.935  0.309  -0.71
C  -2.312  -4.230  0.870  -0.90
C  -1.198  -3.443  0.566  -0.24
C  -2.504  -0.795  -1.584  0.15
C  -1.111  -0.434  -1.618  0.91
C  -0.718  0.691  -2.342  -0.16
C  -1.677  1.404  -3.067  -1.04
C  -3.017  0.986  -3.104  -0.74
C  -3.435  -0.123  -2.359  -0.55
C  1.289  -3.258  -1.233  -0.98
C  2.491  -3.734  -1.709  -0.80
H  5.896  -4.741  -3.116  0.26
H  4.853  -5.110  -1.697  0.36
H  4.164  -5.170  -3.354  0.36
H  3.978  -0.742  -2.430  0.49
H  1.829  0.101  -1.513  0.43
H  -4.698  -2.560  -0.957  0.46
H  -4.411  -4.591  0.520  0.43
H  -2.202  -5.090  1.530  0.44
H  -0.223  -3.663  0.994  0.75
H  0.315  1.014  -2.326  0.32
H  -1.377  2.292  -3.624  0.46
H  -3.734  1.535  -3.713  0.44
H  -4.462  -0.480  -2.371  0.47
H  0.550  -3.999  -0.948  0.60
H  2.669  -4.809  -1.755  0.45

Forces on atoms 1 to 2 (eV/Å):
0.084 0.155 0.016
0.006 -0.085 0.156

Output
- Multiplicity: 1
- Total charge: +1
- HOMO: -9.39 eV
- E: -1405.2293 Eh
- ΔE to the lowest compared entry with this formula, charge and spin: 0.00 kcal per mole

(2)
Formula: C3H7O2
Source: the OMol25 dataset
Level of theory: ωB97M-V with the def2-TZVPD basis set

Last column: Mulliken charge in e.
CARTESIAN COORDINATES (ANGSTROEM)
C  0.068  -1.333  -0.781  0.08
O  -0.735  -1.874  -1.504  -0.50
H  1.044  -0.866  -0.970  0.25
H  -0.263  -1.070  0.241  0.12
H  -5.532  1.036  -5.027  0.00
C  2.094  0.689  2.694  -0.90
C  1.455  0.239  1.568  0.09
O  1.036  0.843  0.544  -0.73
H  2.358  -0.063  3.429  0.24
H  2.260  1.748  2.855  0.26
H  1.630  -0.898  1.463  0.09
H  -5.415  1.550  -4.513  0.00

Forces on atoms 1 to 2 (eV/Å):
-1.349 0.890 1.493
0.740 -0.245 -0.828

Output
- Multiplicity: 1
- Total charge: -1
- HOMO: -2.61 eV
- E: -268.9151 Eh
- ΔE to the lowest compared entry with this formula, charge and spin: 78.36 kcal per mole

(3)
Formula: C8H12O2
Source: the OMol25 dataset
Level of theory: ωB97M-V with the def2-TZVPD basis set

Last column: Mulliken charge in e.
CARTESIAN COORDINATES (ANGSTROEM)
C  0.888  1.717  0.574  -1.66
C  0.057  0.915  -0.385  1.98
C  0.970  0.924  -1.679  -1.66
C  -1.336  1.462  -0.668  -1.56
C  -0.094  -0.489  0.165  -0.05
C  -0.296  -0.939  1.401  -0.57
C  -0.229  -2.456  1.484  -0.08
C  -0.150  -2.752  0.088  0.22
O  -0.029  -3.885  -0.419  -0.60
O  -0.082  -1.546  -0.674  -0.39
H  0.467  1.731  1.632  0.29
H  0.751  2.666  0.153  0.53
H  1.924  1.422  0.663  0.37
H  0.536  0.356  -2.532  0.33
H  0.971  1.942  -2.049  0.44
H  1.921  0.453  -1.544  0.43
H  -1.927  0.606  -1.162  0.29
H  -1.834  1.667  0.269  0.40
H  -1.330  2.241  -1.384  0.43
H  -0.757  -0.376  2.205  0.35
H  -1.107  -2.906  1.849  0.29
H  0.686  -2.753  2.012  0.22

Forces on atoms 1 to 2 (eV/Å):
-1.502 -0.151 2.425
1.397 -1.911 -1.052

Output
- Structure (SMILES): CC(C)(C)C1=CCC(=O)O1
- Multiplicity: 1
- HOMO: -8.91 eV
- E: -462.4669 Eh
- ΔE to the lowest compared entry with this formula, charge and spin: 24.70 kcal per mole

(4)
Formula: C2H31O14
Source: the OMol25 dataset
Level of theory: ωB97M-V with the def2-TZVPD basis set

Last column: Mulliken charge in e.
CARTESIAN COORDINATES (ANGSTROEM)
C  -0.041  -0.299  1.100  -0.83
C  -1.225  0.308  0.336  -0.29
O  -0.898  1.469  -0.387  -0.90
H  -0.295  -1.343  1.289  0.25
H  0.032  0.203  2.065  0.23
H  0.916  -0.348  0.581  0.25
H  -2.084  0.566  0.956  0.18
H  -1.591  -0.496  -0.303  0.11
O  5.498  -4.057  2.786  -0.64
H  6.172  -4.690  2.537  0.31
H  4.709  -4.583  2.914  0.33
O  -8.785  3.136  0.762  -0.64
H  -7.886  3.422  0.601  0.33
H  -9.158  3.819  1.319  0.31
O  -1.749  -6.165  -1.167  -0.65
H  -2.579  -5.726  -0.982  0.32
H  -1.270  -5.549  -1.721  0.33
O  5.110  -3.135  -2.028  -0.65
H  5.137  -3.449  -1.125  0.32
H  4.183  -2.959  -2.193  0.33
O  0.549  1.888  -5.841  -0.65
H  -0.222  2.005  -6.397  0.31
H  0.216  1.973  -4.948  0.34
O  0.488  -3.430  -3.924  -0.65
H  0.301  -3.444  -4.862  0.31
H  0.111  -2.606  -3.616  0.34
O  0.125  6.876  -2.785  -0.65
H  0.859  7.196  -2.262  0.32
H  -0.276  6.193  -2.246  0.33
O  0.974  -6.020  3.086  -0.65
H  0.575  -5.202  3.383  0.33
H  0.532  -6.217  2.261  0.33
O  -1.264  -2.857  6.127  -0.63
H  -1.965  -2.334  5.738  0.32
H  -0.943  -2.326  6.855  0.31
O  -2.548  5.415  1.965  -0.67
H  -2.298  5.061  2.819  0.31
H  -2.221  4.773  1.335  0.35
O  5.696  0.821  2.899  -0.66
H  5.201  1.252  2.202  0.33
H  5.392  -0.086  2.885  0.32
O  3.532  3.555  0.005  -0.66
H  2.634  3.390  -0.284  0.35
H  4.074  3.315  -0.747  0.31
O  -4.951  3.532  -3.573  -0.66
H  -4.204  3.185  -3.084  0.34
H  -4.560  3.969  -4.330  0.31

Forces on atoms 1 to 2 (eV/Å):
-0.879 -0.342 0.725
1.110 2.141 -1.863

Output
- Multiplicity: 1
- Total charge: -1
- HOMO: -2.91 eV
- E: -1148.0892 Eh
- ΔE to the lowest compared entry with this formula, charge and spin: 91.15 kcal per mole

(5)
Formula: C5H10N2
Source: the OMol25 dataset
Level of theory: ωB97M-V with the def2-TZVPD basis set

Last column: Mulliken charge in e.
CARTESIAN COORDINATES (ANGSTROEM)
C  -0.708  -0.815  0.161  -1.01
C  0.017  -1.570  -0.962  -0.38
C  0.261  0.214  0.740  0.69
C  1.129  0.715  -0.337  -0.30
C  -0.407  1.385  1.438  -1.29
N  0.864  0.504  -1.782  -0.30
N  1.145  -0.869  -1.483  -0.50
H  -1.727  -0.305  -0.157  0.24
H  -1.240  -1.501  0.825  0.43
H  0.416  -2.657  -0.636  0.27
H  -0.699  -1.663  -1.819  0.31
H  0.810  -0.180  1.533  0.27
H  2.187  0.922  -0.219  0.36
H  -0.648  1.204  2.578  0.28
H  -1.426  1.545  0.970  0.29
H  0.052  2.356  1.358  0.34
H  -0.026  0.715  -2.209  0.29

Forces on atoms 1 to 2 (eV/Å):
-2.640 0.609 -0.581
-0.717 -2.122 -0.131

Output
- Multiplicity: 1
- HOMO (spin up / spin down): -8.41 / -8.41 eV
- E: -305.8558 Eh
- ΔE to the lowest compared entry with this formula, charge and spin: 105.44 kcal per mole

(6)
Formula: C19H26Cl2F4O18
Source: the OMol25 dataset
Level of theory: ωB97M-V with the def2-TZVPD basis set

Last column: Mulliken charge in e.
CARTESIAN COORDINATES (ANGSTROEM)
O  -1.174  -2.781  -0.456  -0.55
C  -1.049  -1.653  -0.840  0.67
O  -1.320  -0.593  -0.059  -0.27
C  -0.741  0.532  -0.665  0.17
C  -0.560  0.059  -2.130  0.41
F  0.625  0.444  -2.569  -0.29
O  -0.494  -1.307  -1.958  -0.28
H  -1.348  1.412  -0.452  0.26
H  0.251  0.858  -0.352  -0.21
H  -1.347  0.314  -2.840  0.10
O  -1.080  -5.641  -5.232  -0.55
C  -1.114  -5.355  -4.049  0.64
O  -2.157  -5.775  -3.277  -0.35
C  -1.860  -5.558  -1.941  -0.32
C  -0.321  -5.419  -1.966  0.61
F  0.178  -6.674  -1.880  -0.32
O  -0.102  -4.951  -3.226  -0.31
H  -2.411  -4.672  -1.624  0.19
H  -2.254  -6.377  -1.340  0.31
H  0.151  -4.827  -1.182  0.11
O  4.432  5.138  2.468  -0.58
C  3.525  4.867  1.657  0.64
O  3.053  5.559  0.679  -0.33
C  2.314  4.674  -0.130  -0.44
C  1.656  3.903  0.938  0.25
F  1.439  2.674  0.407  -0.29
O  2.703  3.830  1.765  -0.23
H  1.642  5.152  -0.843  0.34
H  2.847  3.937  -0.730  0.27
H  0.670  4.226  1.273  0.29
O  3.520  0.555  2.364  -0.55
C  2.406  0.127  2.623  0.42
O  1.583  -0.535  1.765  -0.01
C  0.261  -0.543  2.371  -0.04
C  0.625  -0.385  3.879  0.24
F  0.865  -1.586  4.471  -0.32
O  1.815  0.315  3.816  -0.34
H  -0.423  0.249  2.067  -0.14
H  -0.355  -1.403  2.107  0.36
H  -0.141  0.151  4.438  0.33
C  -3.642  1.796  1.372  -0.37
O  -3.903  3.133  1.755  -0.37
C  -2.841  3.946  2.123  0.65
O  -1.700  3.632  2.211  -0.44
O  -3.330  5.250  2.375  -0.33
C  -4.697  5.589  1.900  -0.59
H  -3.192  1.229  2.188  0.26
H  -3.192  1.690  0.385  0.09
H  -4.654  1.413  1.240  0.34
H  -4.698  5.567  0.811  0.28
H  -4.959  6.601  2.209  0.27
H  -5.487  4.944  2.285  0.26
C  4.575  -5.080  1.842  -0.78
O  3.932  -3.829  1.604  -0.25
C  3.295  -3.619  0.410  0.85
O  2.915  -4.479  -0.380  -0.62
O  3.257  -2.319  0.189  -0.21
C  2.743  -1.781  -0.993  -0.15
H  4.366  -5.761  1.017  0.32
H  3.984  -5.543  2.632  0.29
H  5.652  -5.132  2.001  0.27
H  2.252  -0.879  -0.630  -0.15
H  2.085  -2.459  -1.537  0.13
H  3.532  -1.592  -1.722  0.34
Cl  -3.481  1.887  -4.054  -0.15
C  -2.540  3.100  -4.905  -0.25
Cl  -1.336  2.315  -5.938  -0.14
H  -3.260  3.673  -5.489  0.31
H  -1.984  3.769  -4.248  0.24

Forces on atoms 1 to 2 (eV/Å):
-0.414 0.352 -0.324
0.207 -2.151 2.603

Output
- Structure (SMILES): O=C1OC[C@@H](F)O1.O=C1OC[C@@H](F)O1.O=C1OC[C@@H](F)O1.O=C1OC[C@@H](F)O1.COC(=O)OC.COC(=O)OC.ClCCl
- Multiplicity: 1
- HOMO: -10.72 eV
- E: -3413.7247 Eh
- ΔE to the lowest compared entry with this formula, charge and spin: 65.68 kcal per mole

(7)
Formula: CH3F3NO2S
Source: the OMol25 dataset
Level of theory: ωB97M-V with the def2-TZVPD basis set

Last column: Mulliken charge in e.
CARTESIAN COORDINATES (ANGSTROEM)
C  0.254  -1.253  -0.385  -0.06
N  4.448  0.474  -0.386  0.34
O  0.424  -0.140  0.015  -0.33
O  -2.453  2.102  0.047  -0.14
F  4.497  -0.668  0.328  -0.10
F  4.190  1.423  0.542  -0.11
F  3.249  0.372  -1.045  -0.12
S  -1.114  2.520  -0.171  0.72
H  -0.616  -1.564  -0.986  0.24
H  -0.594  2.679  1.152  0.31
H  0.970  -2.064  -0.167  0.25

Forces on atoms 1 to 2 (eV/Å):
-0.190 -1.258 -0.418
0.812 0.226 -0.869

Output
- Multiplicity: 1
- Total charge: +1
- HOMO (spin up / spin down): -14.79 / -14.79 eV
- E: -942.3088 Eh
- ΔE to the lowest compared entry with this formula, charge and spin: 35.30 kcal per mole

(8)
Formula: C11H12NO2
Source: the OMol25 dataset
Level of theory: ωB97M-V with the def2-TZVPD basis set

Last column: Mulliken charge in e.
CARTESIAN COORDINATES (ANGSTROEM)
C  0.330  -1.856  3.457  -1.34
C  1.403  -0.839  1.367  -1.03
C  -0.320  0.136  0.378  0.12
C  0.346  -1.033  2.206  0.71
C  -0.787  -0.406  1.603  0.32
C  -1.182  0.713  -0.547  -0.27
C  -2.520  0.855  -0.190  -0.40
C  -2.075  -0.035  2.003  -0.58
C  -2.947  0.527  1.095  -0.51
N  1.007  -0.145  0.264  0.10
H  1.591  0.181  -0.530  0.24
H  2.374  -1.324  1.334  0.37
H  -0.846  0.939  -1.545  0.42
H  1.300  -1.897  3.944  0.36
H  0.028  -2.890  3.271  0.25
H  -3.135  1.289  -0.971  0.35
H  -2.387  -0.367  2.993  0.27
H  -3.943  0.802  1.424  0.35
H  -0.354  -1.456  4.205  0.32
C  1.309  1.027  -4.167  -0.91
C  2.322  0.937  -3.012  0.58
O  1.864  1.202  -1.861  -0.80
O  3.472  0.569  -3.306  -0.71
H  0.483  1.711  -3.984  0.29
H  0.892  0.036  -4.315  0.19
H  1.773  1.325  -5.114  0.32

Forces on atoms 1 to 2 (eV/Å):
-0.005 -0.008 0.145
0.061 -0.547 -0.680

Output
- Multiplicity: 1
- Total charge: -1
- HOMO: -4.63 eV
- E: -631.6901 Eh
- ΔE to the lowest compared entry with this formula, charge and spin: 4.80 kcal per mole